Cl5O4PY | ωB97M-V with the def2-TZVPD basis set

Computed properties:
HOMO (spin up / spin down) = 4.60 / 4.92 eV
Molecular weight = 361.1 g/mol
Orbital gap (spin up / spin down) = 5.40 / 5.08 eV
Expectation value of S² = 0.767
Spin multiplicity = 2
Net charge = -4

Each line ends with the Löwdin spin population.
CARTESIAN COORDINATES (ANGSTROEM)
1 Y -1.17 -0.41 -0.83  -0.002
2 P 1.65 0.51 1.08  -0.029
3 O 2.15 1.58 0.03  0.294
4 O 2.15 0.78 2.56  0.358
5 O 2.30 -0.77 0.86  0.396
6 O 0.22 0.51 0.71  -0.017
7 Cl -2.82 1.44 0.52  0.000
8 Cl -0.32 1.68 -2.44  -0.001
9 Cl 0.79 -2.26 -1.71  0.001
10 Cl -1.94 -1.81 1.68  0.000
11 Cl -3.01 -1.25 -2.46  0.000